A 9-piece molecular cluster, C52H68BBrIN9O5S overall. Source: OMol25; level of theory: ωB97M-V/def2-TZVPD.

Gap between HOMO and LUMO (eV): 6.904
Strongest force on any atom (eV/A): 4.84
E_HOMO (eV): -8.3

Structure (XYZ):
```
138
Properties=species:S:1:pos:R:3:forces:R:3
C 6.13067 -3.97637 2.98946 0.86 0.83 -0.81
C 7.51284 -3.12747 3.16163 -0.34 -2.14 1.20
O 7.27468 -1.69656 3.16275 1.17 0.66 -2.75
B 7.46427 -1.14028 1.83770 -0.06 -1.72 1.29
O 7.07728 -1.99416 0.71292 -0.38 2.13 1.38
N 8.07324 0.22502 1.61230 -0.26 -0.93 -0.10
C 7.81607 0.48923 0.15661 0.31 0.50 -1.57
O 8.62442 0.34218 -0.76862 -3.21 0.51 3.59
C 6.31741 1.03251 0.20953 -2.81 1.43 0.74
C 5.18354 1.07216 -0.83414 -0.42 0.71 3.50
S 5.46372 0.38703 -2.52822 -0.10 0.09 0.90
C 3.81767 1.71184 -0.38087 2.52 -0.36 1.97
Br 2.41626 1.78237 -1.80145 1.51 -0.01 1.64
C 3.56718 2.25445 1.07007 2.28 -0.65 -0.69
C 2.16856 2.90858 1.50031 -0.29 -0.29 0.20
C 0.90616 1.92429 1.19068 0.52 0.45 0.03
C -0.23871 2.00234 2.33338 0.24 -0.64 -0.77
C -0.31298 0.62498 3.16055 -0.57 0.25 -0.47
C -0.93050 -0.55306 2.24264 0.61 -0.82 0.26
C -0.50760 -2.02052 2.81274 0.40 0.14 -0.23
C 0.73652 -2.66563 2.02349 -0.44 -0.53 -0.47
C 0.32729 -3.25763 0.56714 0.51 -0.49 0.45
C 1.63481 -3.49930 -0.37299 -1.48 0.02 1.00
O 1.25365 -3.08394 -1.71040 2.07 0.63 0.83
C 2.36756 -2.50576 -2.43550 -0.08 0.28 -1.37
C 4.75337 2.17228 2.09387 1.13 -1.23 -3.32
I 4.63831 2.91604 4.14405 -0.08 -0.60 -1.70
C 6.10240 1.56207 1.65928 -2.26 0.46 -2.40
C 7.47590 1.31946 2.43361 -0.70 1.25 0.99
O 7.93116 1.91174 3.42192 -1.50 -2.60 -3.70
H 5.33284 -3.20524 2.68196 1.00 -1.40 0.58
H 5.85507 -4.51037 3.95537 0.25 0.75 -1.38
H 6.28961 -4.71936 2.12884 -0.49 0.98 1.37
H 8.31496 -3.46592 2.41041 -1.39 0.77 0.90
H 7.92334 -3.44240 4.19571 -0.51 1.01 -1.56
H 6.10566 -1.85112 0.57956 1.15 -0.36 0.02
H 4.95805 -0.91595 -2.54708 0.20 1.19 0.73
H 2.02463 3.94067 1.00215 0.36 -1.70 0.55
H 2.10947 3.11984 2.63511 0.68 -0.46 -1.81
H 1.35792 0.86827 1.15202 -0.93 1.40 -0.10
H 0.48862 2.21339 0.15787 0.57 -0.71 1.71
H -0.05925 2.90650 3.00343 -0.31 -1.20 -0.80
H -1.23083 2.13545 1.77640 1.22 -0.04 1.00
H -1.02352 0.76758 4.04179 1.06 -0.20 -0.95
H 0.72757 0.34785 3.57568 -1.57 0.34 -0.72
H -2.08105 -0.50637 2.19045 1.78 0.22 0.06
H -0.51709 -0.49168 1.16854 -0.74 0.07 1.54
H -0.18005 -1.92275 3.91193 -0.70 -0.11 -1.53
H -1.38693 -2.76374 2.74582 1.32 1.16 0.15
H 1.60324 -1.92118 1.87033 -1.33 -0.92 0.46
H 1.10763 -3.54802 2.65808 -0.26 1.32 -0.90
H -0.17591 -4.27433 0.71714 0.48 1.47 -0.14
H -0.42142 -2.57255 0.04037 1.21 -0.84 0.60
H 1.93245 -4.60339 -0.37554 -0.31 1.42 0.02
H 2.48104 -2.88551 0.08599 -0.88 -0.63 -0.96
H 1.97765 -1.58838 -3.01879 0.52 -1.41 0.91
H 3.23093 -2.15133 -1.77844 -1.22 -0.59 -0.57
H 2.76092 -3.25740 -3.21265 -0.41 1.03 1.18
C 6.29221 -1.58109 -7.26605 0.14 0.00 0.21
C 5.14846 -1.25710 -8.03717 -0.23 0.11 -0.03
C 4.27403 -0.59164 -7.21326 -0.07 -0.02 -0.02
N 4.84546 -0.50587 -5.97179 0.02 -0.02 -0.05
C 6.07886 -1.10213 -5.99682 0.01 -0.05 0.07
H 7.17432 -2.10532 -7.60263 -0.08 0.06 0.05
H 4.98350 -1.48494 -9.07990 0.01 0.03 0.10
H 3.29674 -0.17404 -7.40229 0.10 -0.06 0.00
H 4.42437 -0.07077 -5.16541 0.09 -0.01 -0.17
H 6.69558 -1.13497 -5.11101 -0.01 0.00 -0.10
C -0.83006 -0.68716 7.97999 0.03 -0.18 -0.18
C -1.63409 0.30445 8.59522 -0.22 0.14 0.02
C -2.82870 0.34063 7.91871 -0.01 0.09 0.02
N -2.77371 -0.58941 6.91479 0.03 0.00 0.04
C -1.56071 -1.22404 6.94857 0.08 -0.04 -0.07
H 0.17156 -0.97678 8.26141 -0.10 0.02 -0.03
H -1.36841 0.92270 9.43991 -0.04 -0.06 -0.08
H -3.71007 0.94678 8.06370 0.10 -0.04 0.02
H -3.51066 -0.77782 6.25524 0.13 0.00 0.14
H -1.32262 -1.99975 6.23658 0.00 0.07 0.07
C -1.75992 -1.27894 -3.97400 -0.09 0.03 -0.29
C -0.85940 -0.74865 -3.01794 0.19 0.21 0.21
C -0.69005 0.58303 -3.31116 0.00 -0.02 -0.01
N -1.45131 0.87393 -4.41217 -0.04 -0.01 0.00
C -2.11109 -0.25405 -4.81881 0.01 -0.05 -0.08
H -2.11384 -2.29756 -4.03663 0.05 0.09 0.00
H -0.38840 -1.28190 -2.20474 -0.02 0.00 -0.08
H -0.09511 1.34579 -2.83281 -0.12 -0.08 -0.02
H -1.51682 1.77717 -4.85267 -0.02 -0.17 0.08
H -2.77113 -0.23057 -5.67292 0.02 0.01 0.10
C -4.51704 5.11066 2.26518 0.10 -0.09 -0.22
C -4.75690 4.96313 3.65403 0.00 -0.15 0.21
C -4.69411 3.62149 3.94046 -0.05 0.00 0.08
N -4.42972 2.95266 2.77500 0.00 0.04 -0.01
C -4.31496 3.85437 1.74933 0.00 -0.02 -0.09
H -4.49357 6.03390 1.70537 -0.05 -0.12 0.00
H -4.95315 5.75154 4.36573 0.02 -0.09 -0.05
H -4.81557 3.08636 4.86999 0.01 0.09 -0.08
H -4.33365 1.95371 2.68599 0.07 0.17 0.07
H -4.10139 3.52416 0.74354 -0.01 0.08 0.06
C -5.57541 10.17298 -0.09036 0.23 0.05 -0.12
C -6.32331 9.55838 0.94460 -0.02 -0.15 0.21
C -5.46035 8.76039 1.65451 -0.06 -0.04 0.05
N -4.21993 8.86686 1.08366 -0.04 0.04 0.00
C -4.28020 9.73032 0.02243 0.01 0.01 -0.08
H -5.94361 10.86362 -0.83447 0.05 -0.06 0.07
H -7.37623 9.68633 1.14789 0.11 -0.02 -0.01
H -5.62135 8.12672 2.51355 -0.03 0.07 -0.08
H -3.39227 8.38578 1.39624 -0.14 0.11 -0.04
H -3.39913 9.95330 -0.55989 -0.11 -0.01 0.04
C -5.46082 -1.54498 -1.03921 -0.21 0.07 0.21
C -4.23404 -0.95628 -1.43617 0.18 0.10 0.02
C -4.11782 0.23708 -0.76830 0.12 0.04 -0.06
N -5.23103 0.39421 0.01457 0.02 -0.04 0.11
C -6.05298 -0.69071 -0.14067 -0.11 -0.07 0.01
H -5.86507 -2.48932 -1.37265 0.03 0.09 0.04
H -3.51521 -1.36058 -2.13201 -0.08 0.10 0.09
H -3.34119 0.98727 -0.78306 -0.03 -0.09 -0.06
H -5.41569 1.18406 0.61172 -0.07 -0.10 -0.18
H -6.98547 -0.76008 0.39876 0.07 0.00 -0.08
C 0.08621 -7.10640 1.69948 0.03 0.19 0.18
C -0.68841 -8.11401 1.07310 -0.21 -0.16 -0.04
C -1.79091 -8.33218 1.86213 -0.01 -0.06 -0.01
N -1.70808 -7.49668 2.94403 0.03 0.03 -0.08
C -0.56947 -6.74204 2.85013 0.05 0.05 0.05
H 1.01960 -6.69252 1.34685 -0.08 -0.03 0.04
H -0.46444 -8.62275 0.14718 -0.04 0.05 0.09
H -2.62426 -9.00868 1.74822 0.10 0.05 -0.01
H -2.38033 -7.44486 3.69173 0.12 -0.01 -0.14
H -0.32404 -6.01414 3.60874 0.01 -0.07 -0.08
C -5.21208 0.96758 -9.86025 0.23 0.05 -0.12
C -5.96267 0.35115 -8.82863 -0.03 -0.14 0.22
C -5.10101 -0.44534 -8.11540 -0.04 -0.06 0.05
N -3.85808 -0.33632 -8.68145 -0.05 0.08 0.03
C -3.91647 0.52760 -9.74261 0.04 0.02 -0.08
H -5.57880 1.65769 -10.60558 0.05 -0.07 0.07
H -7.01665 0.47687 -8.62954 0.11 -0.02 -0.01
H -5.26428 -1.07965 -7.25718 -0.02 0.06 -0.09
H -3.03053 -0.81582 -8.36599 -0.15 0.07 -0.08
H -3.03372 0.75268 -10.32159 -0.11 -0.01 0.03
```
Forces are in eV/Å.